Model w:
This record from the Open Molecules 2025 dataset describes a 3-piece molecular cluster, C3H10N2S overall. The level of theory is ωB97M-V/def2-TZVPD.

The geometry in ORCA input format:
```
! RIJCOSX wB97M-V def2-TZVPD def2/J DEFGRID3
* xyz 0 1
N -1.0169 -0.4705 0.5504
C -0.3327 -1.0282 1.6268
C 0.2630 -2.2301 1.5341
S -0.0647 -1.0934 -2.4386
C -0.0739 2.1516 -0.9859
N 0.5845 1.4572 0.0781
H -0.7965 -1.0200 -0.2961
H -0.6146 0.4566 0.2370
H -0.2425 -0.3792 2.4880
H 0.5651 -2.7537 2.4423
H 0.4270 -2.6913 0.5735
H 0.6602 -0.3694 -1.5734
H -0.7006 2.9390 -0.5979
H 0.6248 2.4583 -1.7524
H -0.7400 1.4428 -1.5581
H 1.4578 1.1302 -0.3279
*
```

=====

Model x:
This record from the Open Molecules 2025 dataset describes C3H10N2S as an isolated structure. The level of theory is ωB97M-V/def2-TZVPD.

The geometry in ORCA input format:
```
! RIJCOSX wB97M-V def2-TZVPD def2/J DEFGRID3
* xyz 0 1
C -0.3144 0.2538 1.1240
C 0.4805 1.4291 0.3726
S -0.2001 2.0658 -1.1298
N -0.6995 -0.9515 0.4022
C 0.5775 -1.4679 -0.0630
N 0.6543 -2.9434 -0.1592
H 0.5113 0.0844 1.8662
H -1.2872 0.6342 1.5533
H -0.6299 -1.8882 3.4053
H 0.4693 2.2015 1.0354
H -1.3608 1.3285 -1.4399
H -0.9514 -1.2105 3.2208
H -0.1054 -0.7371 -0.8029
H 1.4933 -0.9669 0.1148
H -0.3032 -3.2668 -0.2098
H 1.2210 -3.2589 -0.9686
*
```

=====

Which of them is least stable? Easy: model x.

=====

Model w:
This record from the Open Molecules 2025 dataset describes C3H10N2S as an isolated structure. The level of theory is ωB97M-V/def2-TZVPD.

The geometry in ORCA input format:
```
! RIJCOSX wB97M-V def2-TZVPD def2/J DEFGRID3
* xyz 0 1
C 1.0367 1.5207 1.4270
N -0.2306 2.0368 1.3340
H 1.9000 2.0130 0.9785
H 1.3266 1.1130 2.3915
H -0.0534 0.8697 1.0336
H -0.1823 2.6745 0.5348
C -0.0717 -0.3483 -0.8600
C -0.5443 -1.5636 -1.6441
S -2.0955 -2.1367 -0.9060
N -0.2124 -0.5957 0.5790
H -0.7492 0.4713 -1.1340
H 0.9504 -0.0390 -1.1078
H 0.1760 -2.3860 -1.5531
H -0.5634 -1.3350 -2.7122
H 0.4672 -1.1951 1.0298
H -1.1540 -1.0995 0.6091
*
```

=====

Model x:
This record from the Open Molecules 2025 dataset describes a 2-piece molecular cluster, C3H10N2S overall. The level of theory is ωB97M-V/def2-TZVPD.

The geometry in ORCA input format:
```
! RIJCOSX wB97M-V def2-TZVPD def2/J DEFGRID3
* xyz 0 1
C -1.2217 -0.1861 1.7414
N 0.5298 1.7546 -0.8235
C -0.4090 1.1051 -0.1279
N -0.1631 0.5097 1.0224
H -0.8248 -1.1169 2.1369
H -2.0123 -0.4347 1.0358
H -1.5857 0.4298 2.5611
H 1.4723 1.3931 -0.8212
H 0.2310 2.1332 -1.7075
H -1.4220 1.1292 -0.4992
H 0.7873 0.2231 1.2030
C 1.0368 -1.4016 -1.1113
S -0.6882 -1.0937 -1.5814
H 1.4393 -2.2614 -1.6448
H 1.7012 -0.5573 -1.3415
H 1.1289 -1.6260 -0.0423
*
```

=====

Which of them is least stable? Easy: model w.

=====

Model w:
This record from the Open Molecules 2025 dataset describes an isolated molecule of C9H11PS. The level of theory is ωB97M-V/def2-TZVPD.

The geometry in ORCA input format:
```
! RIJCOSX wB97M-V def2-TZVPD def2/J DEFGRID3
* xyz 0 1
S 1.9232 -0.1654 -2.5220
P 1.0720 0.0761 -0.7519
C 1.0526 1.7012 -0.0527
C -0.0490 2.3961 0.1983
C -1.4515 1.7596 0.1984
C -1.7709 0.6445 -0.8024
C -0.8185 -0.4253 -0.5049
C -1.1151 -1.5482 0.1407
C -0.0650 -2.5834 0.4882
C 1.2192 -2.2655 0.7145
C 1.8909 -0.9115 0.5606
H 1.9590 2.3462 -0.1594
H -0.0739 3.4800 0.3878
H -1.6607 1.4548 1.2104
H -2.0650 2.6677 0.0154
H -1.6825 1.1391 -1.8007
H -2.7544 0.0899 -0.6689
H -2.1834 -1.7034 0.3499
H -0.2735 -3.5701 0.6201
H 1.8429 -3.1590 0.8070
H 1.9970 -0.1838 1.3055
H 3.0066 -1.2394 0.2659
*
```

Properties
**SMILES**: S=[P@@]12C=CCCC1=CC=CC2

=====

Model x:
This record from the Open Molecules 2025 dataset describes a 2-piece molecular cluster, C9H11PS overall. The level of theory is ωB97M-V/def2-TZVPD.

The geometry in ORCA input format:
```
! RIJCOSX wB97M-V def2-TZVPD def2/J DEFGRID3
* xyz 0 1
C 3.7378 0.5123 1.1080
C 3.1311 -0.7048 1.4539
C 2.9954 1.4866 0.4469
C 1.7772 -0.9049 1.0501
C 1.6518 1.3207 0.1109
C 1.1008 0.1592 0.4689
C -2.5543 -2.1540 0.4855
C -2.0843 -1.1477 -0.2454
C -2.0953 1.4234 -1.2067
P -2.0781 0.5441 0.4062
S -3.7036 0.9297 1.4652
H 4.8175 0.6431 1.3155
H 3.6212 -1.3995 2.0896
H 3.4754 2.4314 0.1037
H 1.2174 -1.6954 1.5788
H 1.2543 2.2255 -0.2083
H -2.6447 -3.1800 0.1132
H -2.6737 -1.9822 1.5324
H -1.4124 -1.3654 -1.0712
H -1.6814 2.5387 -1.2551
H -1.4537 0.8006 -1.7919
H -3.2226 1.3443 -1.5913
*
```

=====

Model y:
This record from the Open Molecules 2025 dataset describes an isolated molecule of C9H11PS. The level of theory is ωB97M-V/def2-TZVPD.

The geometry in ORCA input format:
```
! RIJCOSX wB97M-V def2-TZVPD def2/J DEFGRID3
* xyz 0 1
C -1.4626 1.3891 -0.0539
C -0.1095 0.8742 0.0328
C -0.1774 -0.5237 0.0825
C -2.3769 0.4114 -0.0186
C 2.0393 -1.0209 -0.9167
C 2.4297 0.5011 -0.8546
C 1.7295 -0.9559 1.5988
C 1.0549 -1.2637 0.3286
C -3.8592 0.8045 -0.0283
P 1.4861 1.6225 0.3284
S -1.6666 -1.1882 0.1447
H -1.6291 2.4207 0.1340
H 1.5279 -1.1548 -1.8672
H 2.8729 -1.6834 -0.5307
H 3.5127 0.4111 -0.6040
H 2.4111 0.9250 -1.9359
H 1.0794 -0.9884 2.4246
H 2.7952 -1.1748 1.6322
H 0.8479 -2.2701 0.1913
H -4.1130 1.1922 0.9658
H -3.7598 1.6175 -0.7358
H -4.6327 0.0546 -0.3177
*
```

=====

Which of them is least stable? Easy: model x.

=====

Model w:
This record from the Open Molecules 2025 dataset describes a 5-piece molecular cluster, C2H14O4S2 overall. The level of theory is ωB97M-V/def2-TZVPD.

The geometry in ORCA input format:
```
! RIJCOSX wB97M-V def2-TZVPD def2/J DEFGRID3
* xyz 0 1
C -0.4921 0.4128 -1.1125
S 1.0207 0.5090 -0.0816
S 0.4913 -0.3404 1.6235
C -0.3394 -1.9835 1.3150
H -0.2542 0.5585 -2.1635
H -1.3269 1.0498 -0.8412
H -0.7111 -0.6405 -1.0209
H -1.0225 -1.8915 0.4842
H -0.9818 -2.0477 2.1905
H 0.4030 -2.7562 1.1786
O -0.4040 3.5485 -1.3075
H -1.1680 4.1281 -1.3813
H -0.2268 3.4712 -0.3610
O -2.4947 -2.2410 -1.9035
H -1.6645 -2.6985 -2.0740
H -2.9744 -2.7346 -1.2129
O 1.5437 -2.9673 -1.0983
H 1.1889 -3.1402 -1.9835
H 2.0640 -2.1700 -1.1352
O -0.1680 2.9137 1.5887
H -0.3971 1.9739 1.5691
H 0.2688 3.0723 2.4250
*
```

Properties
**SMILES**: CSSC.O.O.O.O

=====

Model x:
This record from the Open Molecules 2025 dataset describes a 5-piece molecular cluster, C2H14O4S2 overall. The level of theory is ωB97M-V/def2-TZVPD.

The geometry in ORCA input format:
```
! RIJCOSX wB97M-V def2-TZVPD def2/J DEFGRID3
* xyz 0 1
C -0.0598 -1.1642 2.1286
S 0.3765 -0.0922 0.5805
S 0.9315 1.4893 -0.7491
C -0.0897 0.8696 -2.0645
H -0.9893 -0.7895 2.5561
H -0.0497 -2.1371 1.6533
H 0.7006 -0.9911 2.8876
H 0.3898 -0.0384 -2.4230
H -1.1263 0.8204 -1.7873
H 0.0161 1.5793 -2.8955
O -3.6200 -1.3302 -0.7948
H -4.5459 -1.5471 -0.9120
H -3.6406 -0.6147 -0.1414
O 3.1524 -0.7992 -1.5725
H 2.1934 -0.6989 -1.5804
H 3.5243 -0.4537 -0.7497
O 3.5070 0.4825 1.4032
H 2.6467 0.8938 1.2371
H 4.0836 1.2543 1.4743
O -2.5330 1.1418 0.2017
H -1.7744 0.6717 0.6073
H -3.0933 1.4534 0.9405
*
```

Properties
**SMILES**: CSSC.O.O.O.O

=====

Model y:
This record from the Open Molecules 2025 dataset describes a 5-piece molecular cluster, C2H14O4S2 overall. The level of theory is ωB97M-V/def2-TZVPD.

The geometry in ORCA input format:
```
! RIJCOSX wB97M-V def2-TZVPD def2/J DEFGRID3
* xyz 0 1
C -1.0185 -1.8729 -0.3168
C -2.0292 -0.8449 0.1499
S -1.7928 0.9272 -0.2275
S -0.5280 1.8975 1.0174
H -0.0431 -1.6373 0.1139
H -0.8694 -1.9306 -1.3858
H -1.3096 -2.8759 0.0017
H -2.1617 -0.8986 1.2314
H -2.9670 -0.9580 -0.3987
H 0.6529 1.8287 0.3795
O 2.0021 0.5307 -1.6409
H 2.4001 -0.0397 -0.9676
H 2.3071 1.4097 -1.4412
O 3.0583 -1.6024 0.4902
H 3.1778 -2.5505 0.6001
H 2.5654 -1.3423 1.2993
O 1.4671 -0.9187 2.7043
H 1.7696 -0.1173 3.1123
H 0.5859 -0.7784 2.3458
O -0.3929 -0.4045 -3.1200
H 0.5376 -0.1768 -3.0448
H -0.8346 0.4356 -2.9337
*
```

Properties
**SMILES**: CCSS.O.O.O.O

=====

Which of them is least stable? Easy: model x.